Record 1
C27H52P2SiY | ωB97M-V/def2-TZVPD

Geometry as XYZ:
```
83
C27H52P2SiY ωB97M-V/def2-TZVPD
Y -0.870 1.551 -1.933
C -0.804 -2.241 2.396
C 0.425 -2.304 1.680
C 0.792 -1.153 3.641
C -0.579 -1.521 3.601
C 1.407 -1.615 2.443
C -2.097 -2.805 1.963
H -1.957 -3.689 1.331
H -2.698 -2.081 1.392
H -2.702 -3.112 2.825
C -1.594 -1.195 4.629
H -2.461 -1.863 4.537
H -1.953 -0.158 4.524
H -1.170 -1.306 5.637
C 1.463 -0.411 4.727
H 0.955 -0.588 5.684
H 1.481 0.675 4.551
H 2.505 -0.736 4.835
C 2.819 -1.442 2.054
H 3.343 -2.409 2.025
H 3.351 -0.797 2.765
H 2.919 -0.991 1.053
C 0.684 -3.009 0.406
H 1.367 -3.862 0.565
H 1.161 -2.339 -0.327
H -0.241 -3.403 -0.036
C -2.926 0.554 -2.028
C -2.535 -0.456 -3.086
C -1.160 -1.116 -3.186
C 0.013 -0.122 -3.447
C 0.891 0.049 -2.166
C 2.024 1.105 -2.220
C 1.618 2.555 -1.978
C 0.593 3.103 -2.989
H -1.205 -1.820 -4.032
H -0.353 0.854 -3.921
H -0.928 -1.742 -2.303
H 0.903 2.944 -4.032
H -3.041 1.651 -2.256
H -2.940 -0.276 -4.103
H 0.366 4.167 -2.798
H 1.217 2.677 -0.942
H 2.581 0.998 -3.176
H 2.546 3.164 -1.962
H 0.697 -0.519 -4.209
H 1.386 -0.928 -2.082
P -4.003 -1.577 -2.242
C -5.420 -1.605 -3.310
C -3.313 -3.116 -1.681
P 3.734 0.606 -1.021
C -3.790 -0.211 -1.166
C 4.504 -0.776 -1.951
C 4.877 1.973 -1.450
H -6.302 -1.255 -2.746
H -5.591 -2.635 -3.661
H -5.267 -0.961 -4.190
H -2.843 -3.634 -2.540
H -4.138 -3.734 -1.272
H -2.564 -2.962 -0.878
H 4.677 2.315 -2.472
H 5.920 1.646 -1.343
H 4.703 2.805 -0.752
H -4.353 0.079 -0.281
H 0.321 0.019 -1.166
H 5.464 -1.059 -1.486
H 4.665 -0.498 -3.000
H 3.812 -1.629 -1.894
C -0.349 4.346 1.224
Si -0.041 2.558 1.715
C 1.807 2.200 1.853
C -0.804 2.353 3.426
C -0.815 1.377 0.469
H -0.213 4.991 2.107
H -1.381 4.479 0.867
H 0.339 4.691 0.440
H 2.222 2.715 2.735
H 2.001 1.122 1.965
H 2.367 2.545 0.971
H -1.889 2.196 3.331
H -0.389 1.502 3.983
H -0.647 3.262 4.028
H -0.655 0.341 0.842
H -1.932 1.493 0.492
```

Computed properties:
Frontier orbital gap (spin up / spin down) ... 5.86 / 6.03 eV
Highest occupied orbital energy (spin up / spin down) ... -9.13 / -9.02 eV
Charge ... +1
Relative energy (zero: lowest compared OMol25 entry of this formula, charge and spin) ... 4.3986 eV
Spin multiplicity ... 1
Calculated total energy ... -56328.8295 eV

Atomic partial charges in e from the Löwdin method, atoms 1 to 6: 1.311, -0.197, -0.214, -0.217, -0.175, -0.180

=====

Record 2
C25H29BCuN9O4S | ωB97M-V/def2-TZVPD

Geometry as XYZ:
```
70
C25H29BCuN9O4S ωB97M-V/def2-TZVPD
Cu -0.868 -0.186 0.612
C -3.572 -1.419 -1.574
C -2.440 -2.374 -1.379
C -2.253 -3.670 -1.911
C -1.067 -4.114 -1.366
C -0.346 -5.407 -1.578
N -0.591 -3.134 -0.571
N -1.431 -2.072 -0.577
B 0.716 -3.109 0.251
N 0.312 -2.893 1.736
N -0.711 -2.045 2.015
C -1.044 -2.234 3.286
C -2.193 -1.539 3.931
C -0.211 -3.222 3.849
C 0.628 -3.621 2.832
C 1.696 -4.668 2.881
N 1.634 -2.003 -0.349
N 1.350 -1.430 -1.538
C 2.344 -0.604 -1.813
C 2.312 0.249 -3.038
C 3.319 -0.655 -0.800
C 2.819 -1.557 0.118
C 3.388 -2.031 1.415
H -4.520 -1.875 -1.275
H -3.656 -1.117 -2.622
H -3.388 -0.546 -0.950
H -2.893 -4.207 -2.595
H -0.896 -6.035 -2.280
H -0.228 -5.954 -0.639
H 0.652 -5.221 -1.978
H 1.304 -4.162 0.159
H -3.129 -2.039 3.668
H -2.263 -0.511 3.589
H -2.086 -1.554 5.018
H -0.236 -3.596 4.862
H 1.391 -5.478 3.545
H 2.640 -4.264 3.258
H 1.877 -5.078 1.888
H 1.283 0.334 -3.385
H 2.921 -0.168 -3.847
H 2.685 1.249 -2.808
H 4.245 -0.104 -0.743
H 4.463 -1.852 1.445
H 3.196 -3.098 1.541
H 2.925 -1.505 2.256
N -0.821 9.739 -3.530
C -0.698 8.739 -2.970
C -0.512 7.516 -2.284
C 0.680 7.271 -1.584
C 0.900 6.065 -0.965
C -0.056 5.039 -1.014
C -1.266 5.301 -1.673
C -1.484 6.504 -2.297
N 0.209 3.789 -0.498
C 1.314 3.420 0.264
C 1.237 2.075 0.402
N 0.141 1.589 -0.279
C -0.468 2.624 -0.762
H 1.432 8.048 -1.550
H 1.828 5.911 -0.435
H -2.040 4.546 -1.662
H -2.418 6.688 -2.813
H 2.018 4.126 0.660
H 1.887 1.410 0.939
H -1.380 2.578 -1.330
O -3.101 1.482 2.877
S -2.129 1.527 1.781
O -0.817 0.934 2.239
O -2.607 0.682 0.627
O -1.928 2.914 1.318
```

Computed properties:
Frontier orbital gap ... 4.36 eV
Highest occupied orbital energy ... -0.17 eV
Charge ... -2
Spin multiplicity ... 1
Calculated total energy ... -104151.9273 eV

Atomic partial charges in e from the Löwdin method, atoms 1 to 6: 0.204, -0.038, -0.332, -0.013, -0.301, -0.052

=====

Record 3
C2H3EuLiO2 | ωB97M-V/def2-TZVPD

Geometry as XYZ:
```
9
C2H3EuLiO2 ωB97M-V/def2-TZVPD
H -0.469 1.612 -2.886
O 1.387 -0.030 -0.329
C 0.887 -0.530 0.824
C -0.403 -0.260 1.155
O -1.149 0.334 0.184
Li -1.074 -0.919 -1.379
Eu 0.219 1.722 -0.995
H 1.506 -1.223 1.404
H -0.903 -0.706 2.021
```

Computed properties:
Frontier orbital gap (spin up / spin down) ... 6.02 / 6.31 eV
Highest occupied orbital energy (spin up / spin down) ... -6.52 / -6.82 eV
Relative energy (zero: lowest compared OMol25 entry of this formula, charge and spin) ... 0.0000 eV
Spin multiplicity ... 8
Calculated total energy ... -25749.6608 eV

Atomic partial charges in e from the Löwdin method, atoms 1 to 6: -0.248, -0.462, -0.377, -0.382, -0.555, 0.688

=====

Record 4
C39H31F6N2OP3SZr | ωB97M-V/def2-TZVPD

Geometry as XYZ:
```
84
C39H31F6N2OP3SZr ωB97M-V/def2-TZVPD
Zr 4.239 -0.971 19.776
N 4.267 -5.581 18.493
P 4.979 -3.679 20.273
C 6.273 -3.724 21.529
C 7.230 -4.735 21.505
C 8.105 -4.895 22.544
C 8.062 -4.019 23.587
C 7.022 -3.076 23.654
C 6.207 -2.831 22.568
C 3.651 -4.608 21.113
C 2.302 -4.428 20.721
C 1.231 -5.244 21.197
C 1.412 -6.151 22.213
C 2.724 -6.379 22.630
C 3.815 -5.662 22.097
P 6.418 -4.100 17.478
C 7.549 -5.482 16.962
C 6.946 -6.546 16.265
C 7.684 -7.469 15.607
C 9.055 -7.404 15.577
C 9.696 -6.354 16.163
C 8.918 -5.370 16.861
C 7.518 -2.830 18.084
C 8.561 -2.939 19.016
C 9.256 -1.808 19.442
C 8.862 -0.509 19.005
C 7.853 -0.427 18.041
C 7.159 -1.543 17.624
H 4.329 -5.674 17.462
H 7.136 -5.551 20.771
H 8.792 -5.746 22.444
H 8.776 -4.054 24.397
H 6.947 -2.549 24.578
H 5.348 -2.211 22.643
H 2.078 -3.771 19.895
H 0.244 -5.070 20.729
H 0.547 -6.720 22.596
H 2.973 -7.162 23.358
H 4.867 -5.865 22.381
H 5.894 -6.767 16.404
H 7.102 -8.208 15.043
H 9.606 -8.082 14.843
H 10.765 -6.160 16.190
H 9.510 -4.556 17.323
H 8.842 -3.799 19.572
H 9.973 -1.984 20.227
H 9.343 0.405 19.301
H 7.669 0.557 17.661
H 6.449 -1.479 16.809
C 5.540 -4.830 18.919
C 5.304 -6.268 19.107
C 5.589 -7.537 19.444
C 6.931 -7.958 20.043
C 6.912 -8.597 21.314
C 8.066 -9.242 21.817
C 9.249 -9.209 21.057
C 9.275 -8.463 19.866
C 8.155 -7.776 19.377
C 4.583 -8.603 19.392
C 5.057 -9.890 19.066
C 4.223 -11.000 19.035
C 2.877 -10.818 19.284
C 2.401 -9.574 19.654
C 3.225 -8.462 19.677
H 5.995 -8.725 21.834
H 8.009 -9.701 22.811
H 10.179 -9.637 21.418
H 10.258 -8.336 19.333
H 8.228 -7.346 18.413
H 6.033 -10.004 18.740
H 4.625 -11.950 18.762
H 2.123 -11.628 19.299
H 1.394 -9.414 19.994
H 2.788 -7.458 19.984
F 5.968 -0.267 21.066
P 5.735 1.442 20.963
F 5.372 2.938 20.748
F 4.120 0.996 21.097
F 6.052 1.687 22.502
F 7.277 1.604 20.638
F 5.478 1.017 19.335
O 2.282 -1.390 19.421
S 2.541 -1.592 17.785
N 4.030 -1.099 17.771
```

Computed properties:
Frontier orbital gap (spin up / spin down) ... 6.18 / 5.20 eV
Highest occupied orbital energy (spin up / spin down) ... -10.36 / -10.37 eV
Charge ... +1
Relative energy (zero: lowest compared OMol25 entry of this formula, charge and spin) ... 2.0873 eV
Spin multiplicity ... 2
Calculated total energy ... -102258.3355 eV

Atomic partial charges in e from the Löwdin method, atoms 1 to 6: 1.674, 0.079, 1.043, -0.399, -0.105, -0.065

=====

Record 5
C12H19N2 | ωB97M-V/def2-TZVPD

Geometry as XYZ:
```
33
C12H19N2 ωB97M-V/def2-TZVPD
C -0.678 2.630 -0.599
N -0.627 1.406 0.279
C -1.861 1.012 0.995
C -2.055 -0.274 0.957
C -0.895 -1.053 0.345
C -0.235 -1.941 1.385
C -1.447 -1.954 -0.781
C -0.116 0.159 -0.259
C -0.320 0.357 -1.829
C 1.396 0.250 0.045
C 2.165 0.941 0.938
C 3.516 0.535 0.876
C 3.534 -0.529 0.017
N 2.245 -0.743 -0.436
H -1.483 2.412 -1.257
H -0.897 3.343 0.171
H 0.310 2.692 -0.950
H 0.149 1.548 0.902
H -2.422 1.839 1.357
H -2.951 -0.775 1.247
H -0.821 -1.748 2.320
H 0.796 -1.611 1.431
H -0.367 -2.931 1.014
H -1.943 -2.800 -0.533
H -0.598 -2.250 -1.294
H -2.131 -1.331 -1.253
H -1.346 0.571 -1.902
H 0.006 -0.617 -2.240
H 0.468 1.077 -2.108
H 1.703 1.578 1.722
H 4.354 0.954 1.373
H 4.254 -1.090 -0.357
H 2.154 -1.244 -1.347
```

Computed properties:
Frontier orbital gap ... 9.72 eV
Highest occupied orbital energy ... -12.11 eV
SMILES ... C[N@H+]1C=CC(C)(C)[C@]1(C)c1ccc[nH]1
Charge ... +1
Relative energy (zero: lowest compared OMol25 entry of this formula, charge and spin) ... 3.9588 eV
Spin multiplicity ... 1
Calculated total energy ... -15723.2096 eV

Atomic partial charges in e from the Löwdin method, atoms 1 to 6: 0.077, -0.100, 0.028, 0.028, -0.414, 0.023

=====

Record 6
C2H8N2O2 | ωB97M-V/def2-TZVPD

Geometry as XYZ:
```
14
C2H8N2O2 ωB97M-V/def2-TZVPD
C 1.273 0.761 -0.466
C -0.153 -0.718 0.326
N -1.643 0.977 -0.458
N -1.325 0.075 0.609
O -0.187 -1.439 -0.848
O 0.382 -1.543 1.241
H 2.002 -0.077 -0.499
H 0.875 1.078 -1.391
H 1.663 1.472 0.289
H -1.583 0.455 -1.294
H -0.887 1.657 -0.394
H -1.262 0.632 1.405
H 0.453 -2.090 -0.647
H 0.392 -1.240 2.127
```

Computed properties:
Frontier orbital gap ... 8.25 eV
Highest occupied orbital energy ... -7.76 eV
Relative energy (zero: lowest compared OMol25 entry of this formula, charge and spin) ... 4.7004 eV
Spin multiplicity ... 1
Calculated total energy ... -9275.2101 eV

Atomic partial charges in e from the Löwdin method, atoms 1 to 6: -0.020, -0.509, 0.027, -0.041, 0.046, 0.100

=====

Record 7
C41H31IN2O7PSY | ωB97M-V/def2-TZVPD

Geometry as XYZ:
```
85
C41H31IN2O7PSY ωB97M-V/def2-TZVPD
Y 0.591 0.392 -1.507
C -3.084 0.135 4.238
C -2.126 -0.837 4.498
C -1.240 -1.224 3.505
C -1.304 -0.639 2.241
C -2.263 0.343 1.990
C -3.155 0.725 2.984
P -0.229 -1.097 0.852
C 1.379 -1.537 1.599
C 1.875 -0.779 2.662
C 3.171 -0.961 3.117
C 3.994 -1.902 2.511
C 3.508 -2.663 1.460
C 2.208 -2.484 1.002
C -0.876 -2.669 0.214
C -1.636 -3.548 0.938
C -2.022 -4.781 0.370
C -1.613 -5.115 -0.890
C -0.831 -4.223 -1.663
C -0.389 -4.553 -2.969
C 0.357 -3.661 -3.683
C 0.666 -2.390 -3.139
C 0.258 -1.990 -1.882
C -0.483 -2.957 -1.128
H -3.774 0.434 5.017
H -2.070 -1.293 5.479
H -0.488 -1.976 3.713
H -2.310 0.807 1.011
H -3.898 1.484 2.777
H 1.242 -0.042 3.143
H 3.542 -0.365 3.941
H 5.010 -2.037 2.857
H 4.143 -3.398 0.983
H 1.847 -3.074 0.170
H -1.942 -3.310 1.949
H -2.625 -5.469 0.950
H -1.882 -6.075 -1.317
H -0.642 -5.524 -3.380
H 0.710 -3.921 -4.674
H 1.246 -1.711 -3.763
O 6.327 2.113 0.031
C 5.517 2.501 0.999
O 5.908 3.071 1.988
C 4.065 2.201 0.839
C 3.118 2.569 1.775
N 1.934 2.125 1.336
N 2.039 1.500 0.161
C 3.327 1.539 -0.162
C 3.702 0.958 -1.502
O 4.879 0.957 -1.844
O 2.706 0.529 -2.181
H 5.838 1.646 -0.706
H 3.234 3.115 2.695
H 1.020 2.298 1.727
I 2.746 6.866 2.225
C 1.311 5.679 1.285
C 0.124 5.385 1.939
C -0.807 4.554 1.326
C -0.533 3.992 0.087
C 0.654 4.311 -0.565
C 1.573 5.167 0.020
C -1.468 2.963 -0.495
O -2.670 3.165 -0.596
O -0.883 1.859 -0.813
H -0.077 5.799 2.918
H -1.744 4.327 1.819
H 0.868 3.878 -1.535
H 2.496 5.411 -0.488
C -2.595 2.162 -3.873
S -1.693 0.648 -4.173
O -0.335 0.881 -3.513
C -2.618 -0.487 -3.164
C -2.770 -1.763 -3.692
C -3.437 -2.728 -2.953
C -3.934 -2.415 -1.697
C -3.772 -1.137 -1.176
C -3.118 -0.158 -1.906
H -2.593 2.405 -2.811
H -3.611 2.023 -4.241
H -2.091 2.939 -4.444
H -2.356 -2.002 -4.663
H -3.550 -3.727 -3.350
H -4.437 -3.175 -1.114
H -4.157 -0.897 -0.192
H -3.002 0.836 -1.493
```

Computed properties:
Frontier orbital gap ... 8.16 eV
Highest occupied orbital energy ... -8.08 eV
Relative energy (zero: lowest compared OMol25 entry of this formula, charge and spin) ... 0.0000 eV
Spin multiplicity ... 1
Calculated total energy ... -89606.8303 eV

Atomic partial charges in e from the Löwdin method, atoms 1 to 6: 1.407, -0.080, -0.074, -0.103, -0.365, -0.094

=====

Record 8
C5H11N | ωB97M-V/def2-TZVPD

Geometry as XYZ:
```
17
C5H11N ωB97M-V/def2-TZVPD
C -1.493 -0.402 -1.602
C -1.163 0.409 -0.317
C 0.220 0.068 0.161
C 1.300 0.997 0.405
N 2.419 0.674 0.946
C 0.462 -1.291 0.766
H -0.994 0.035 -2.451
H -1.434 -1.483 -1.374
H -2.489 -0.169 -2.079
H -1.128 1.491 -0.504
H -1.854 0.221 0.504
H 1.163 1.992 -0.068
H -0.041 1.178 1.841
H 3.232 1.208 0.681
H -0.405 -1.802 1.249
H 1.143 -1.079 1.605
H 1.061 -2.047 0.236
```

Computed properties:
Frontier orbital gap ... 7.10 eV
Highest occupied orbital energy ... -7.99 eV
Relative energy (zero: lowest compared OMol25 entry of this formula, charge and spin) ... 5.1148 eV
Spin multiplicity ... 1
Calculated total energy ... -6848.4138 eV

Atomic partial charges in e from the Löwdin method, atoms 1 to 6: -0.094, -0.258, -0.236, -0.384, 0.016, -0.094